A molecular structure, C2H5N2O, computed with the ωB97M-V functional and the def2-TZVPD basis.

## Properties
Molar mass ... 73.07 g mol⁻¹
ΔE to the lowest compared entry with this formula, charge and spin ... 4.763 eV
Net charge ... +1

```
10
Properties=species:S:1:pos:R:3:forces:R:3
C 0.273 -1.185 -0.094 -1.648 4.381 -4.258
C 0.209 1.155 -0.076 0.063 -1.294 -2.074
N -1.550 -0.728 0.156 0.533 -1.184 -0.836
N 0.702 0.014 0.414 0.391 1.368 -0.569
O -1.602 0.396 -0.033 -1.059 0.340 0.675
H 0.476 -2.138 0.206 0.876 -2.105 1.452
H 0.292 -1.014 -1.279 -0.390 -1.025 2.505
H 0.132 2.017 0.538 0.377 0.576 0.529
H 0.071 1.286 -1.164 0.326 -0.141 0.687
H 0.997 0.196 1.331 0.531 -0.915 1.889
```
Positions in Å, forces in eV/Å.